# 1
Below is C19H39AsBrCuGeNOS as an isolated structure in a non-equilibrium geometry, with properties calculated with ωB97M-V/def2-TZVPD.

Element x y z (Å)
Br -3.07433 6.19527 -1.68584
As -1.33833 5.18818 0.57692
Ge 4.01901 1.33291 -1.27411
Cu -3.14728 4.14983 -1.01040
S 1.68257 -3.98413 -0.38897
O 2.11341 3.60606 -1.36674
N -4.39414 1.56588 -1.28361
C 3.87699 -0.61381 -1.48102
C -1.23597 -3.55859 2.47801
C -0.41239 3.56114 1.18880
C -4.58874 0.25324 -1.01571
C -0.83745 6.16293 2.30623
C 0.94175 -3.79975 1.25713
C -4.24414 -0.32741 0.23188
C -3.63643 1.89803 0.86805
C 1.58771 -5.81818 -0.61567
C -3.88186 2.39173 -0.45701
C 0.13250 -6.30986 -0.88042
C 4.07758 1.57420 0.66627
C 2.40199 2.50815 -1.85631
C -0.48039 -3.22760 1.19427
C 5.55261 1.93392 -2.26952
C -0.60758 -5.50710 -2.00085
C -0.02206 5.88562 -0.71233
C -4.55444 -1.75613 0.58621
C -3.68480 0.54458 1.17380
H 3.25890 1.06710 1.15598
H -3.59855 -2.27502 0.64372
H 0.61759 3.56767 0.80501
H -0.50546 -6.34628 0.06606
H -0.98921 5.48145 3.14045
H -5.02275 -0.25495 -1.86981
H 2.17084 -6.03252 -1.51777
H -0.26973 5.63187 -1.74199
H 6.23379 2.59926 -1.68458
H 1.87295 2.12514 -2.68376
H 4.99882 1.30288 1.16848
H 5.18693 2.50575 -3.12239
H -0.46422 -2.15316 0.94466
H -0.96800 -3.81869 0.35644
H 0.14574 -5.20427 -2.74267
H -2.19005 -3.11270 2.67657
H 0.12912 -7.35472 -1.17025
H -0.51058 3.39707 2.29193
H 3.96944 2.64187 0.94632
H 4.75256 -1.10203 -0.99107
H 3.07979 -1.07233 -0.95632
H -3.17354 2.51500 1.59750
H -5.04017 -1.77888 1.55512
H -0.68639 -3.29449 3.38557
H -5.28050 -2.22841 -0.03112
H -1.38732 -6.10092 -2.51830
H -1.31989 7.09852 2.51863
H -0.08889 7.00762 -0.61313
H -3.41194 0.05010 2.10750
H 0.27269 6.28389 2.15884
H -1.05668 -4.58468 -1.63864
H 1.54692 -3.10370 1.86002
H 3.76929 -0.88899 -2.52371
H 6.10957 1.08542 -2.61881
H 0.93962 -4.78180 1.69840
H -1.42835 -4.65889 2.60622
H 2.13038 -6.27851 0.26918
H 0.95306 5.50866 -0.55633
H -0.99161 2.70757 0.79902

Computed properties:
- DFT total energy (hartree) = -9802.65866
- net charge = -1
- highest occupied orbital energy (eV) = -3.0606

Löwdin population analysis, charges in e, atoms 1 to 8: Br -0.012; As 0.963; Ge 0.855; Cu -0.250; S 0.823; O -0.055; N -0.022; C -0.232

=====

# 2
Below is a 3-piece molecular cluster, C19H39BF6NO7PS overall in a non-equilibrium geometry, with properties calculated with ωB97M-V/def2-TZVPD.

Element x y z (Å)
S -0.63918 3.37547 1.04095
P -2.12213 1.79775 -1.35283
F -2.42537 -3.09325 0.96522
F 6.93364 3.05464 -0.99056
F -2.83626 -3.64252 -1.10289
F 6.96653 0.91420 -0.57267
F -4.16386 -4.32109 0.48851
F 5.06568 1.93523 -0.87575
O -2.24210 0.73832 -2.66295
O -0.13959 -0.94689 -0.74683
O 7.44144 2.16763 1.78997
O -2.40329 -0.01331 1.07869
O -1.62815 -6.11657 -0.55979
O -1.79116 -5.63639 1.67857
O 5.22860 2.77647 1.79655
N -4.57590 3.32990 -1.63275
C -2.85238 -4.11949 0.17397
C 0.08075 1.84292 1.78662
C 7.51998 2.46274 3.19240
C -0.63446 -1.30542 -2.07249
C 6.22121 2.37190 1.19702
C 0.43587 -6.58769 1.83977
C 1.70586 2.14384 2.04306
C -2.03760 -0.64687 -2.57108
C 6.29348 2.06904 -0.29892
C 0.08955 3.58502 -2.32817
C -5.06964 -1.12820 0.12524
C -4.64641 0.41437 -0.25503
C 7.00070 1.29557 4.01166
C -0.28818 2.05500 -1.76110
C -2.01889 -5.38819 0.34860
C -3.30374 2.98859 -2.36658
C -2.12791 3.14282 -0.01561
C 0.58111 -1.26458 -3.22535
C -1.05538 -6.83090 1.98165
B -3.00075 0.70432 -0.08070
H 0.48432 1.66600 -0.96116
H 1.08335 3.90275 -1.74901
H 8.57692 2.63166 3.42329
H -1.38952 -7.66761 1.35656
H 6.98694 3.39134 3.42912
H 0.05230 0.87641 1.11658
H -3.63627 2.41415 -3.35902
H 0.42578 -2.22036 -3.92383
H -0.34830 1.58346 2.86644
H 5.93837 1.11959 3.82000
H -0.06190 1.38177 -2.72404
H -0.71864 4.38565 -2.06566
H 0.74598 -5.73541 2.45340
H -2.30133 -0.97293 0.79436
H -5.36667 2.71925 -1.94422
H -1.28736 -7.09284 3.01921
H 7.52921 0.37426 3.74532
H 1.00291 -7.47036 2.14854
H -5.27514 1.23199 0.30440
H -3.05454 2.93126 0.70814
H 1.90750 3.27327 1.80975
H -2.74618 3.95234 -2.73415
H 0.39155 3.55880 -3.47085
H 0.50186 -0.33840 -3.93591
H -4.90108 4.30821 -1.79429
H -4.96799 -1.85575 -0.81318
H 0.70086 -6.34843 0.80596
H -2.90733 -1.34017 -2.12993
H 2.06744 1.79447 3.10878
H 1.64494 -1.41302 -2.73529
H 0.86116 -0.74416 -0.76336
H -4.51761 -1.55840 1.06452
H -2.06705 -1.01138 -3.72108
H -4.88116 0.53938 -1.41878
H -0.86596 -2.47861 -1.99668
H -2.37690 4.21027 -0.49233
H 7.13456 1.48335 5.08067
H -6.22591 -1.13019 0.39207
H 2.29883 1.52402 1.21927

Computed properties:
- DFT total energy (hartree) = -2692.16036
- net charge = 0
- highest occupied orbital energy (eV) = -7.4222
- SMILES = CCSCP(CC)(CN)(OC[C@@H](C)O)B(O)CC.CCOC(=O)C(F)(F)F.CCOC(=O)C(F)(F)F

Löwdin population analysis, charges in e, atoms 1 to 8: S 0.778; P 0.774; F 0.133; F 0.144; F 0.126; F 0.139; F 0.146; F 0.137

=====

# 3
Below is a 3-piece molecular cluster, C19H39F3N2O10S2 overall in a non-equilibrium geometry, with properties calculated with ωB97M-V/def2-TZVPD.

Element x y z (Å)
S -1.74296 -4.76148 -0.22296
S 1.53144 -7.00904 -1.06132
F 4.98257 -5.16013 -1.86362
F 5.23662 -5.12596 1.06400
F 4.38947 -3.12419 -1.51823
O 2.65438 -0.25434 1.90454
O -1.11887 5.25390 -1.80802
O 2.27142 -6.32480 -2.08378
O -0.72752 2.76548 1.86350
O -0.53747 -3.86785 0.37316
O -0.85486 -6.00989 -0.73226
O -5.58482 4.58634 -2.34307
O -2.25241 -4.06760 -1.35364
O -2.66889 -5.15866 0.77160
O 0.66321 -8.03923 -1.56032
N 1.19652 1.70443 3.87133
N -2.87469 3.08881 -2.85082
C -4.72243 5.53851 -1.75000
C 0.67091 -4.35800 -0.31507
C -1.80794 1.92603 2.22835
C 4.51193 -4.32162 -0.98294
C 2.92580 -4.47020 1.02631
C -0.78706 4.36944 -2.87001
C 4.22724 -4.61109 0.30729
C -2.02212 3.96433 -3.64457
C 1.64109 0.19104 1.02039
C 1.21896 3.03248 3.27267
C 0.46144 -5.83576 -0.14259
C -0.95257 4.69337 -0.51842
C -4.19719 2.84958 -3.42123
C 2.50653 1.07109 3.98486
C 2.58574 -7.80034 0.13751
C -0.17898 3.50941 2.94593
C 1.87215 -3.62919 0.29557
C -5.13947 4.03925 -3.56940
C 3.25992 0.75069 2.69834
H 1.68388 3.73204 3.97341
H -5.33904 6.22458 -1.16882
H 2.29050 -2.99405 -0.48165
H 2.35801 0.13012 4.52069
H 3.51149 -7.23035 0.19520
H 1.79697 3.05402 2.33816
H -4.72458 4.82508 -4.21253
H -0.24832 3.49079 -2.50283
H 0.49703 -4.06588 -1.35132
H 3.14326 1.69708 4.61776
H -4.69249 2.11868 -2.77736
H 3.14886 -3.95399 1.96685
H -0.11956 4.55253 2.62041
H 2.72373 -8.83188 -0.16514
H 0.65714 0.13838 1.49469
H -6.03908 3.67571 -4.07291
H -4.01560 5.06747 -1.06073
H -2.99188 3.49518 -1.93188
H 4.23515 0.35022 2.98692
H -1.68932 3.91142 -0.31719
H -1.09408 5.49385 0.20681
H 0.05204 4.28096 -0.39044
H -4.17191 6.11357 -2.49897
H 1.62874 -0.48641 0.16560
H 1.81709 1.20508 0.65396
H 1.46371 -2.93506 1.02974
H -2.58347 2.48734 2.75726
H -1.71992 3.43812 -4.55502
H 0.59970 1.10641 3.31511
H -2.53948 4.88689 -3.94186
H 3.46205 1.64412 2.09604
H 2.59333 -5.46874 1.31436
H -1.48093 1.08748 2.85227
H -0.11760 4.91412 -3.54246
H 2.09444 -7.71854 1.10742
H -0.82852 3.47221 3.82468
H -4.07344 2.37493 -4.39982
H -2.23420 1.52561 1.30959
H 0.30922 -6.21393 0.87088

Computed properties:
- DFT total energy (hartree) = -2704.96371
- net charge = 0
- highest occupied orbital energy (eV) = -8.6250
- SMILES = CS(=O)(=O)[C@@H]1OS(=O)(=O)O[C@H]1CCC(F)=C(F)F.COCCNCCOC.COCCNCCOC

Löwdin population analysis, charges in e, atoms 1 to 8: S 0.625; S 0.680; F 0.173; F 0.059; F 0.159; O -0.188; O -0.191; O -0.273

=====

# 4
Below is C19H39FGaO10S5 as an isolated structure, with properties calculated with ωB97M-V/def2-TZVPD.

Element x y z (Å)
Ga 3.69963 1.35938 -3.62160
S 0.69058 0.96959 1.44657
S 5.78362 0.63253 2.09682
S -4.63924 0.94672 3.14381
S 1.58466 1.77754 -2.74077
S -4.83290 -2.41209 -2.05335
F 4.53504 2.99083 -3.62098
O -4.45378 0.45222 4.48498
O 1.28242 0.46028 2.66909
O -3.76790 1.96738 2.60998
O -5.99827 -2.04288 -1.27811
O -3.54308 -2.45020 -1.42306
O 6.61052 1.56291 2.83028
O 5.22793 0.98896 0.82005
O 0.74592 0.20525 0.23098
O 5.48358 -0.91265 -2.87136
O 7.14562 -1.37715 -4.23801
C -5.78237 -3.55237 -4.21380
C -4.94997 -2.36342 -4.71588
C 1.30646 2.62633 1.14150
C 4.48289 0.03394 3.17734
C -1.00525 1.43184 1.77995
C -5.16157 -3.96333 -2.88234
C 6.62553 -0.59121 -3.47431
C 7.28358 0.73503 -3.17914
C -4.77141 -1.39876 -3.53676
C -6.69085 0.95649 1.52061
C 6.66200 -0.92372 1.96042
C -4.69314 -0.41866 1.97959
C -6.33416 1.47911 2.91092
C -6.12679 -0.46909 1.44059
C 6.25508 -1.69249 3.21438
C 0.08573 3.54697 1.24942
C 4.74442 -1.46328 3.37365
C 4.65084 0.14872 -2.29693
C -0.92256 2.89172 2.20967
H 7.02178 1.13862 -2.20841
H -1.54887 1.32358 0.84219
H 4.20827 -2.02974 2.61031
H 7.72808 -0.72262 1.88730
H 3.62842 0.84103 -5.12236
H 6.30917 -1.41472 1.05338
H -4.39836 -1.32591 2.49990
H 2.05499 2.84211 1.90216
H -5.77974 -4.37802 -4.92360
H 1.38366 0.63010 -2.09043
H 0.37776 4.54120 1.58571
H -6.73652 -1.13474 2.05598
H 3.89201 -0.36938 -1.71670
H -4.20260 -4.46096 -3.02240
H -6.93570 1.00886 3.68823
H -7.76638 0.97668 1.34960
H -1.41774 0.76940 2.53447
H 6.97142 1.45096 -3.93623
H -3.97563 -0.19913 1.19036
H -5.58354 -0.67739 -3.47136
H 3.52094 0.22142 2.70842
H -0.55724 2.95506 3.23782
H 8.35562 0.57736 -3.21559
H -6.11394 -0.86078 0.42501
H 5.20246 0.75170 -1.58617
H -5.42599 -1.86380 -5.55785
H 4.55871 0.58963 4.11013
H -0.37042 3.65408 0.26327
H -3.81595 -0.88047 -3.55372
H 6.78602 -1.29358 4.08208
H -5.81092 -4.56927 -2.25518
H 1.76380 2.63841 0.15127
H -3.97423 -2.71661 -5.05283
H -1.89369 3.37220 2.16837
H -6.21799 1.58536 0.76277
H -6.37832 2.56162 3.00493
H 4.38206 -1.79805 4.34462
H 6.49927 -2.75084 3.12810
H -6.81874 -3.24343 -4.06056

Computed properties:
- DFT total energy (hartree) = -5515.43445
- relative energy (zero: lowest compared OMol25 entry of this formula, charge and spin) (kJ/mol) = 0.0
- net charge = -1
- highest occupied orbital energy (eV) = -4.6904

Löwdin population analysis, charges in e, atoms 1 to 8: Ga 0.110; S 0.666; S 0.663; S 0.673; S 0.261; S 0.670; F -0.417; O -0.324

=====

# 5
Below is a 4-piece molecular cluster, C19H40Br2F3N5O4 overall in a non-equilibrium geometry, with properties calculated with ωB97M-V/def2-TZVPD.

Element x y z (Å)
Br -1.94221 -1.01315 0.25821
Br -1.51194 0.76844 -2.09191
F -2.24063 1.45013 1.19166
F -0.35214 0.52011 1.68610
F 0.67688 1.10938 -0.63972
O -3.15768 -4.48333 -5.15573
O 1.63471 4.34463 1.82401
O -5.29389 -3.88380 -1.80077
O 5.47788 3.10376 1.72471
N 0.71866 2.30615 3.94806
N -3.34055 -4.08545 -7.35355
N 7.71544 3.02408 1.80686
N -0.22467 4.53689 3.69380
N -3.06719 -4.12740 -1.72639
C -0.55703 -0.25833 6.45761
C -0.79975 2.97355 -0.55886
C -1.80077 -4.81247 -1.89180
C 6.50651 2.47542 1.52108
C 0.52575 0.61506 5.76882
C -0.58508 1.47569 -0.48986
C -4.43510 -6.00000 -2.51390
C -0.01097 3.20711 3.07370
C -0.17875 1.67252 4.91754
C -5.37513 -4.13077 -5.97802
C -1.22337 0.75777 0.75865
C 9.03254 2.43916 1.63558
C 0.62170 3.33271 1.68385
C -4.31453 -4.59239 -1.98776
C -4.02745 -3.80366 -8.60029
C 2.84450 3.97285 1.17821
C 6.48988 1.07805 0.95032
C -3.87645 -4.24960 -6.11533
C -0.42704 3.85388 0.66481
H -0.55048 2.44007 5.60969
H 1.11722 1.11646 6.52821
H -1.31256 4.14684 1.21738
H 3.45795 4.84593 0.98820
H -1.00029 2.77349 2.91854
H -5.70852 -3.13773 -6.28124
H -1.17563 -4.25191 -2.58837
H 8.96922 1.43803 1.22382
H -0.30048 -0.39060 7.50197
H -4.03413 -6.71716 -1.79556
H -0.46884 5.21966 2.98136
H -1.07982 4.44205 4.23548
H 7.65330 3.95696 2.18446
H -3.90790 -6.08835 -3.46384
H 1.13699 2.42568 1.39520
H -5.87548 -4.88744 -6.58419
H 3.44789 3.30853 1.79862
H -1.85547 3.10813 -0.75403
H -1.51255 0.24533 6.38118
H 5.45902 0.78373 0.77765
H 9.62256 3.06404 0.96310
H -5.48644 -6.22260 -2.67495
H -1.94278 -5.81693 -2.27406
H -5.09887 -3.72802 -8.45169
H 6.94127 0.37407 1.65039
H 1.38789 2.87986 4.45328
H -3.65820 -2.86373 -9.01396
H -0.02316 4.77978 0.27435
H 1.15863 0.00564 5.13291
H -1.28787 -4.86403 -0.92871
H -0.30310 3.35360 -1.44086
H 7.02587 1.04673 0.00091
H -3.05648 -3.18167 -1.37845
H 2.64848 3.52305 0.20206
H -0.61193 -1.22319 5.96921
H -5.64485 -4.28296 -4.93634
H -1.01154 1.18495 4.42527
H -2.33673 -4.17699 -7.37205
H 9.53843 2.39542 2.60145
H -3.82272 -4.60167 -9.31607

Computed properties:
- DFT total energy (hartree) = -6770.29998
- net charge = 0
- highest occupied orbital energy (eV) = -8.5880

Löwdin population analysis, charges in e, atoms 1 to 8: Br 0.733; Br 0.737; F 0.090; F 0.099; F 0.034; O 0.027; O -0.170; O 0.018

=====

# 6
Below is a 4-piece molecular cluster, C19H40BrO8PS overall in a non-equilibrium geometry, with properties calculated with ωB97M-V/def2-TZVPD.

Element x y z (Å)
Br 4.32248 2.20630 -3.40098
S 3.92257 3.51389 -0.11471
P 4.01916 1.00591 -1.49812
O -6.52974 0.01581 -0.22653
O -3.86458 4.07163 0.99779
O 3.30022 1.92949 -0.21201
O 3.01788 4.45709 -1.26265
O 2.76264 -0.17418 -1.93090
O 2.33715 -5.77638 1.54480
O 5.12928 -2.47334 -0.90071
O 5.41663 3.59709 -0.53747
C 2.75494 -4.13516 3.19948
C 3.16320 -4.75368 0.97125
C -7.94970 0.16182 -0.08640
C -0.44620 5.53521 0.37743
C 7.13500 -3.55484 -1.54251
C 6.49703 -2.65345 -0.50822
C -2.06616 5.53972 0.04289
C -6.23495 -1.36787 -0.46245
C 2.01290 5.26382 -0.55191
C -8.57125 -1.14164 -0.53799
C 1.92099 -5.34810 2.84883
C -4.87374 3.03442 0.70710
C 3.01318 -3.52752 1.84492
C -2.75546 4.05090 0.03054
C 6.35965 -3.20550 -2.78651
C 4.96975 -2.96828 -2.23739
C -4.83544 1.93093 1.96072
C 0.44932 4.73712 -0.78694
C -7.50349 -2.14185 -0.17717
H 6.97308 -1.66693 -0.49429
H 2.04967 -6.16613 3.56349
H 3.70279 -4.45127 3.65084
H -5.92737 3.56949 0.76570
H -4.73614 2.48965 -0.32000
H 6.75307 -2.27873 -3.22057
H 4.40169 -2.24683 -2.83176
H -7.56845 -3.07678 -0.73950
H 6.96224 -4.60542 -1.28028
H 2.85984 -4.57169 -0.06342
H -4.67795 2.45706 3.00037
H -0.19450 5.01766 1.40202
H 2.46831 -0.55115 -1.02925
H 8.21248 -3.39846 -1.63773
H 0.09313 4.98063 -1.88061
H 4.39947 -3.90161 -2.18230
H -0.07664 6.66474 0.33075
H -5.86781 1.35576 2.03242
H 3.88863 -2.87388 1.81608
H -7.56387 -2.37939 0.89148
H -2.00479 3.21000 0.40162
H 6.53897 -3.07544 0.49968
H 0.40375 3.57284 -0.66562
H -2.57801 6.16753 0.91684
H 2.25296 -3.45922 3.89635
H -5.93328 -1.47134 -1.51014
H -3.18604 3.84511 -1.04565
H -8.16257 0.35752 0.97021
H 4.19617 -5.11835 0.97374
H -8.29245 1.01681 -0.67563
H -9.53671 -1.33971 -0.06561
H 0.85659 -5.09630 2.79399
H -3.98193 1.15976 1.73364
H 2.13978 -2.94613 1.52633
H -5.40137 -1.68026 0.17317
H 6.38797 -3.98204 -3.55507
H -8.71661 -1.12969 -1.62476
H -2.32012 6.08758 -0.96591
H 2.15550 6.38443 -0.93341
H 2.15724 5.30079 0.61863

Computed properties:
- DFT total energy (hartree) = -4663.21973
- net charge = 0
- highest occupied orbital energy (eV) = -9.2327

Löwdin population analysis, charges in e, atoms 1 to 8: Br 0.281; S 0.946; P 0.590; O -0.164; O -0.249; O -0.658; O -0.419; O -0.395